165
Properties=species:S:1:pos:R:3:mulliken_spin:R:1 method="wB97M-V/def2-TZVPD" homo_ha="-0.26795 / -0.26768" multiplicity=5 lumo_ha="-0.001 / -0.001" total_energy_ha=-6939.7782
Cr -21.26 5.22 -19.91 3.882
K -25.38 3.85 -20.46 -0.001
S -23.25 5.80 -22.31 0.007
S -23.44 3.93 -17.50 0.065
P -26.29 7.03 -11.24 0.000
P -19.57 2.22 -20.92 -0.010
P -23.81 -2.96 -14.25 0.000
F -23.93 3.08 -15.11 0.001
F -22.18 2.16 -16.06 0.000
F -22.11 4.20 -15.27 -0.001
O -23.92 5.25 -17.11 0.004
O -20.55 7.18 -14.08 0.000
O -22.04 9.85 -16.86 -0.001
O -20.33 3.46 -20.66 -0.047
O -22.33 4.06 -18.43 0.131
O -24.24 -3.00 -12.85 0.000
O -24.49 3.07 -18.00 0.000
O -19.72 5.14 -18.33 -0.089
O -22.25 5.49 -23.32 0.002
O -27.91 4.90 -20.72 0.000
O -18.01 6.51 -17.97 -0.006
O -24.61 5.37 -22.68 -0.003
O -27.70 7.29 -11.54 0.000
O -23.31 7.25 -21.99 0.007
O -22.87 5.09 -21.00 0.042
N -22.62 -4.03 -14.64 0.000
N -18.77 9.60 -11.83 0.000
N -26.13 5.93 -10.01 0.000
N -19.89 0.99 -19.86 0.002
N -23.28 -1.48 -14.74 0.000
N -17.92 2.41 -20.83 0.001
N -25.35 6.40 -12.48 0.000
N -25.07 -3.36 -15.25 0.000
N -19.85 1.74 -22.45 0.000
N -22.29 6.93 -19.10 -0.080
N -26.20 6.20 -18.81 0.000
N -25.47 8.41 -10.79 0.000
C -21.57 8.00 -18.35 0.109
C -20.36 10.18 -13.64 0.000
C -21.44 -4.12 -13.76 0.000
C -18.69 5.19 -16.13 0.003
C -19.08 0.72 -23.16 0.000
C -26.14 9.69 -10.87 0.000
C -19.47 7.85 -13.45 0.000
C -20.94 9.01 -19.28 0.036
C -27.29 5.12 -9.66 0.000
C -27.65 5.98 -18.63 0.000
C -26.01 -4.38 -14.80 0.000
C -24.90 5.73 -9.26 0.000
C -24.07 -0.30 -14.42 0.000
C -17.29 2.45 -19.50 0.001
C -28.27 6.91 -17.59 0.000
C -22.35 -1.30 -15.84 0.000
C -22.57 -4.82 -15.87 0.000
C -25.22 -2.88 -16.60 0.000
C -22.59 8.68 -17.42 -0.001
C -28.41 5.93 -19.93 0.000
C -19.86 9.10 -12.70 0.000
C -25.36 4.97 -12.67 0.000
C -22.86 3.28 -15.88 0.005
C -28.09 5.10 -22.11 0.000
C -17.26 3.22 -21.85 0.000
C -18.89 5.59 -17.58 -0.064
C -16.97 6.68 -17.01 0.000
C -20.82 2.52 -23.25 0.000
C -24.03 8.50 -10.72 0.000
C -23.02 10.73 -16.38 0.000
C -20.41 1.34 -18.52 0.003
C -19.17 -0.28 -19.94 0.000
C -21.43 6.58 -13.17 0.000
C -25.38 7.17 -13.72 0.000
C -17.26 5.67 -15.85 0.000
H -20.56 -3.72 -14.28 0.000
H -24.08 5.45 -9.94 0.000
H -24.45 4.64 -13.19 0.000
H -20.80 7.57 -17.70 -0.022
H -27.74 6.10 -22.36 0.000
H -17.14 6.13 -14.88 0.000
H -25.84 6.03 -17.88 0.000
H -27.64 6.95 -16.71 0.000
H -26.33 7.12 -14.26 0.000
H -25.31 4.46 -11.71 0.000
H -17.13 4.25 -21.47 -0.001
H -23.55 8.88 -17.92 0.001
H -19.07 1.01 -24.21 0.000
H -22.56 11.52 -15.80 0.000
H -16.59 4.84 -16.04 0.000
H -21.73 -2.19 -15.94 0.000
H -21.86 7.29 -12.45 0.000
H -19.64 1.78 -17.89 -0.001
H -23.56 11.24 -17.19 0.000
H -21.70 2.76 -22.68 0.003
H -25.92 7.16 -18.96 0.000
H -21.70 9.46 -19.93 0.007
H -23.50 0.62 -14.42 0.000
H -27.50 4.35 -10.40 0.000
H -29.50 5.90 -19.80 0.000
H -24.58 6.66 -8.79 0.000
H -21.39 9.92 -13.90 0.000
H -27.07 4.51 -8.78 0.000
H -23.67 9.44 -11.17 0.000
H -26.05 10.14 -11.86 0.000
H -18.76 8.13 -14.24 0.000
H -21.67 -5.43 -15.86 0.000
H -18.03 10.05 -12.34 0.000
H -22.31 6.19 -13.68 0.000
H -17.34 1.45 -19.07 0.000
H -19.35 -0.74 -20.92 0.000
H -16.03 6.37 -17.46 0.000
H -18.96 7.10 -12.82 0.000
H -28.30 7.94 -17.95 0.000
H -23.57 7.69 -11.29 0.000
H -20.92 5.77 -12.63 0.000
H -18.75 4.10 -16.20 -0.001
H -24.95 -1.82 -16.65 0.000
H -22.81 7.37 -19.87 0.004
H -19.49 -0.93 -19.14 0.000
H -20.35 11.16 -13.17 0.000
H -28.16 5.71 -9.38 0.000
H -18.39 8.84 -11.28 0.000
H -26.19 4.56 -13.26 0.000
H -25.15 8.22 -13.53 0.000
H -16.24 2.73 -19.61 0.000
H -21.64 -3.59 -12.84 0.000
H -18.04 0.67 -22.82 0.000
H -20.38 3.43 -23.67 -0.001
H -20.86 0.44 -18.10 0.000
H -21.26 -5.18 -13.55 0.000
H -19.88 10.20 -14.62 0.000
H -16.82 7.71 -16.71 0.000
H -21.23 2.04 -18.68 0.006
H -24.57 -3.37 -17.33 0.000
H -23.62 8.45 -9.71 0.000
H -20.66 8.98 -11.97 0.000
H -26.93 -3.94 -14.40 0.000
H -25.01 -0.26 -14.98 0.000
H -25.05 4.99 -8.49 0.000
H -26.26 -5.08 -15.60 0.000
H -25.87 10.39 -10.08 0.000
H -29.31 6.64 -17.40 0.000
H -27.74 4.98 -18.18 0.000
H -23.42 -5.50 -15.90 0.000
H -28.22 6.90 -20.42 0.000
H -23.06 6.67 -18.47 0.019
H -26.27 -2.85 -16.89 0.000
H -17.78 3.16 -18.83 0.000
H -19.51 5.60 -15.53 -0.001
H -27.47 4.34 -22.58 0.000
H -20.32 9.74 -18.77 0.003
H -21.13 1.89 -24.08 0.000
H -16.26 2.84 -22.05 0.000
H -24.60 6.76 -14.38 0.000
H -25.52 -4.93 -14.00 0.000
H -21.78 -0.37 -15.81 0.000
H -24.42 -0.37 -13.38 0.000
H -29.08 4.89 -22.54 0.000
H -27.21 9.55 -10.70 0.000
H -22.82 7.97 -16.61 -0.001
H -20.29 8.50 -20.01 -0.018
H -23.73 10.16 -15.77 0.000
H -22.90 -1.15 -16.78 0.000
H -18.08 -0.14 -20.00 0.000
H -22.59 -4.19 -16.76 0.000
H -17.90 3.28 -22.72 0.000
H -19.55 -0.26 -23.08 0.000